This record from the Open Molecules 2025 dataset describes a molecular structure, C30H44HfN8O4PS. The level of theory is ωB97M-V/def2-TZVPD.

**Relative energy (zero: lowest compared OMol25 entry of this formula, charge and spin)**: 0.0 kJ/mol
**HOMO-LUMO gap**: 7.3 eV
**Net charge**: +1
**Electronic energy**: -73364.3805 eV
**Max |F|**: 0.008 hartree/bohr
**E_HOMO**: -0.3885 Ha
**Lowest unoccupied orbital energy**: -3.3 eV

Each line ends with the Mulliken charge.
Positions of all 89 atoms, in Å:
Hf -0.043 0.857 -0.791  1.670
C 5.209 -0.151 -3.983  -1.145
C 4.389 -1.203 -3.258  -0.578
N 4.083 -0.838 -1.887  -0.113
C 3.070 -0.037 -1.499  0.236
S 1.881 0.445 -2.651  -0.385
N 3.097 0.307 -0.221  -1.460
N 2.030 1.070 0.166  0.987
C 2.189 1.780 1.234  1.128
C 3.458 1.846 2.017  -2.143
C 1.042 2.608 1.664  0.792
C 1.167 3.537 2.692  -0.985
C 0.087 4.344 3.009  -0.868
C -1.090 4.196 2.297  -0.889
C -1.148 3.231 1.305  -0.358
N -0.116 2.448 0.995  0.606
H 5.430 -0.480 -4.997  0.400
H 4.663 0.789 -4.040  0.266
H 6.156 0.031 -3.476  0.340
H 3.444 -1.380 -3.772  0.334
H 4.917 -2.159 -3.225  0.452
H 4.817 -0.930 -1.199  0.278
H 4.196 1.168 1.602  0.395
H 3.859 2.860 2.005  0.460
H 3.268 1.583 3.058  0.384
H 2.100 3.639 3.222  0.572
H 0.168 5.078 3.798  0.439
H -1.960 4.802 2.502  0.525
H -2.056 3.063 0.741  0.333
O -1.108 -0.170 -2.327  -0.282
N -0.782 -1.378 -2.667  -1.369
N -0.036 -1.906 -1.809  1.871
O 0.325 -1.249 -0.738  -0.063
C 0.439 -3.253 -1.965  0.024
C -0.304 -4.150 -2.712  -0.583
C 0.191 -5.435 -2.861  -0.697
C 1.393 -5.796 -2.267  -0.493
C 2.112 -4.877 -1.518  -1.173
C 1.640 -3.583 -1.357  0.173
H -1.239 -3.847 -3.160  0.533
H -0.367 -6.157 -3.438  0.413
H 1.769 -6.802 -2.388  0.431
H 3.046 -5.165 -1.058  0.428
H 2.182 -2.844 -0.788  0.539
C -2.985 -1.881 0.005  -1.655
C -2.062 -2.057 1.217  1.087
C -2.835 -2.789 2.318  -1.703
P -1.221 -0.486 1.706  0.398
C 0.158 -0.969 2.854  0.837
C 1.375 -1.546 2.125  -1.574
C -0.172 -1.944 3.994  -2.152
C -2.379 0.536 2.719  1.894
C -2.692 0.121 4.156  -1.777
C -3.672 0.785 1.940  -1.967
H -3.147 -2.848 -0.474  0.392
H -2.608 -1.184 -0.740  0.180
H -3.959 -1.505 0.311  0.464
H -1.211 -2.679 0.911  0.057
H -3.746 -2.246 2.573  0.257
H -2.265 -2.942 3.233  0.352
H -3.142 -3.769 1.950  0.475
H 0.444 -0.006 3.301  0.377
H 1.138 -2.530 1.717  0.440
H 2.180 -1.686 2.848  0.560
H 1.763 -0.944 1.314  0.027
H -0.269 -2.957 3.602  0.403
H -1.072 -1.709 4.557  0.382
H 0.666 -1.960 4.692  0.503
H -1.849 1.490 2.789  -0.488
H -3.101 -0.886 4.224  0.279
H -3.443 0.805 4.555  0.511
H -1.820 0.185 4.804  0.402
H -4.330 -0.082 1.996  0.364
H -3.514 1.014 0.886  0.362
H -4.210 1.621 2.391  0.512
C -0.143 4.593 -3.717  -0.867
N -1.204 3.844 -3.054  0.146
C -2.527 3.913 -3.452  -0.131
C -3.466 3.131 -2.908  -1.065
C -3.116 2.159 -1.869  0.370
O -3.900 1.378 -1.369  -0.656
N -1.787 2.203 -1.456  -0.073
C -0.892 2.977 -2.071  0.561
O 0.322 2.797 -1.718  -0.689
H -0.606 5.276 -4.425  0.324
H 0.525 3.911 -4.242  0.312
H 0.427 5.159 -2.984  0.286
H -2.734 4.631 -4.232  0.370
H -4.493 3.183 -3.232  0.488



This record from the Open Molecules 2025 dataset describes a molecular structure, C30H44IrN3P2SSe at a distorted geometry. The level of theory is ωB97M-V/def2-TZVPD.

**HOMO-LUMO gap (spin up / spin down)**: 4.6 / 4.8 eV
**Expectation value of S²**: 0.78
**Net charge**: +1
**Electronic energy**: -133888.7301 eV
**Max |F|**: 0.053 hartree/bohr
**E_HOMO (spin up / spin down)**: -0.3342 / -0.3341 Ha
**Multiplicity**: 2
**Lowest unoccupied orbital energy (spin up / spin down)**: -4.5 / -4.3 eV

Each line ends with the Mulliken charge.
Positions of all 82 atoms, in Å:
Ir 0.033 0.310 0.874  2.020
C 2.998 -1.421 2.717  -1.177
C 2.843 -2.272 1.456  0.738
C 4.203 -2.687 0.903  -1.442
P 1.717 -1.374 0.252  -0.044
C 2.772 -0.873 -1.201  0.681
C 1.844 -0.609 -2.383  -1.562
C 3.583 0.366 -0.840  -1.083
C 0.727 -2.717 -0.455  -0.059
C 1.256 -3.947 -0.810  -0.233
C 0.442 -4.949 -1.312  -0.989
C -0.926 -4.733 -1.434  -0.906
C -1.472 -3.525 -1.073  -0.841
C -0.657 -2.466 -0.614  -0.356
N -1.152 -1.271 -0.224  0.112
C -2.372 -0.826 -0.617  -0.434
C -2.896 -1.044 -1.905  -0.565
C -4.141 -0.565 -2.237  -0.941
C -4.882 0.168 -1.316  -1.055
C -4.364 0.435 -0.058  -0.724
C -3.117 -0.046 0.307  0.622
P -2.218 0.353 1.836  0.858
C -3.061 1.914 2.424  0.486
C -2.040 2.840 3.080  -1.232
C -4.257 1.688 3.343  -1.797
C -2.657 -0.986 3.062  0.510
C -1.769 -0.802 4.290  -1.229
C -2.491 -2.385 2.478  -1.560
H 3.474 -2.003 3.504  0.495
H 2.024 -1.088 3.082  0.053
H 3.606 -0.538 2.533  0.276
H 2.282 -3.175 1.734  0.528
H 4.731 -1.848 0.460  0.282
H 4.120 -3.472 0.155  0.279
H 4.813 -3.070 1.717  0.474
H 3.436 -1.711 -1.438  0.665
H 0.979 -0.024 -2.066  -0.159
H 1.486 -1.544 -2.810  0.360
H 2.375 -0.059 -3.157  0.583
H 2.918 1.215 -0.677  -0.211
H 4.281 0.619 -1.636  0.519
H 4.151 0.226 0.077  0.242
H 2.314 -4.125 -0.694  0.272
H 0.864 -5.901 -1.588  0.464
H -1.565 -5.523 -1.804  0.441
H -2.541 -3.385 -1.119  0.527
H -2.281 -1.538 -2.644  0.585
H -4.543 -0.758 -3.221  0.446
H -5.855 0.548 -1.589  0.439
H -4.953 1.020 0.631  0.390
H -3.401 2.398 1.498  0.554
H -1.572 2.374 3.945  0.226
H -2.526 3.755 3.408  0.481
H -1.261 3.113 2.370  0.205
H -3.941 1.326 4.318  0.355
H -4.971 0.986 2.922  0.385
H -4.775 2.633 3.493  0.478
H -3.709 -0.849 3.330  0.617
H -0.719 -0.898 4.008  0.124
H -1.995 -1.562 5.035  0.454
H -1.909 0.177 4.744  0.283
H -1.451 -2.583 2.219  0.138
H -3.108 -2.523 1.591  0.367
H -2.796 -3.121 3.222  0.536
Se 1.422 2.101 1.640  -0.319
C 1.921 2.817 -5.242  -1.469
C 1.757 3.129 -3.798  0.882
C 2.554 3.978 -3.075  -1.053
C 2.319 4.131 -1.688  0.894
N 1.350 3.447 -1.082  -0.192
C 0.556 2.672 -1.776  -0.311
S -0.768 1.843 -1.107  -0.098
N 0.740 2.506 -3.136  0.113
C 3.095 5.081 -0.858  -1.348
H 2.853 3.224 -5.621  0.397
H 1.100 3.238 -5.823  0.357
H 1.916 1.739 -5.404  0.362
H 3.349 4.521 -3.559  0.468
H 0.097 1.901 -3.631  0.340
H 4.095 5.237 -1.252  0.431
H 3.137 4.728 0.168  0.270
H 2.580 6.043 -0.851  0.323